Record 1
{
  "formula": "C27H35ClN4O4P2Pb",
  "method": "ωB97M-V/def2-TZVPD",
  "elements": ["Pb", "C", "C", "C", "C", "C", "C", "C", "C", "C", "H", "H", "H", "H", "H", "H", "H", "H", "H", "H", "H", "H", "H", "H", "H", "P", "P", "N", "N", "N", "N", "C", "C", "C", "C", "C", "C", "C", "C", "C", "C", "C", "C", "C", "C", "C", "C", "C", "C", "H", "H", "H", "H", "H", "H", "H", "H", "H", "H", "H", "H", "H", "H", "H", "H", "H", "H", "H", "H", "O", "Cl", "O", "O", "O"],
  "xyz": [[0.1225, 5.3491, -1.3010], [-1.5716, 3.7276, 3.3514], [-0.5923, 2.8629, 3.0246], [-0.6861, 1.6100, 2.1791], [-1.0444, 1.7976, 0.6971], [-2.4958, 2.0493, 0.3839], [-3.4919, 2.3658, 1.2146], [-3.5438, 2.1923, 2.7056], [-3.0186, 3.4086, 3.5020], [-1.9891, 5.8588, -1.7602], [-1.2881, 4.7218, 3.7187], [0.4181, 3.0539, 3.4155], [-1.3129, 0.8181, 2.6253], [0.3538, 1.2486, 2.2026], [-0.4242, 2.6169, 0.2753], [-0.7691, 0.8836, 0.1442], [-2.6911, 2.1366, -0.7016], [-4.4182, 2.7733, 0.7661], [-3.0429, 1.2768, 3.0528], [-4.6163, 2.1133, 2.9566], [-3.6048, 4.2878, 3.2029], [-3.2162, 3.2332, 4.5727], [-2.3066, 6.8430, -1.4107], [-2.6139, 5.1016, -1.2565], [-2.1422, 5.7892, -2.8565], [0.0575, -1.6976, -2.1815], [2.6781, -1.2539, 0.1224], [-1.5834, -2.4271, -2.1792], [0.4960, -2.4082, -3.7556], [1.8471, -1.9244, 1.5637], [4.3022, -1.5801, 0.7568], [0.8500, -3.0354, -1.1599], [2.3503, -2.7884, -0.8883], [-2.7463, -1.6591, -2.0434], [-3.8515, -2.5026, -2.0877], [-3.3631, -3.8377, -2.2680], [-1.9744, -3.7642, -2.2952], [0.9134, -1.6296, -4.8413], [1.1470, -2.4572, -5.9306], [0.8663, -3.7983, -5.5159], [0.4997, -3.7436, -4.1762], [0.7929, -1.1599, 2.0665], [0.2403, -1.8051, 3.1676], [0.8969, -3.0709, 3.2770], [1.8278, -3.1463, 2.2412], [4.8075, -2.5915, 1.5871], [6.1991, -2.5405, 1.5779], [6.5754, -1.4432, 0.7279], [5.4068, -0.8678, 0.2450], [0.7225, -4.0215, -1.6263], [0.2805, -3.0450, -0.2182], [2.7784, -3.6633, -0.3835], [2.8931, -2.6342, -1.8324], [-2.6567, -0.5889, -1.9122], [-4.8858, -2.2077, -1.9894], [-3.9528, -4.7370, -2.3613], [-1.2588, -4.5703, -2.3692], [1.0138, -0.5611, -4.7088], [1.4935, -2.1407, -6.9030], [0.9300, -4.6911, -6.1235], [0.2864, -4.5628, -3.5117], [0.5178, -0.2936, 1.4999], [-0.5371, -1.3989, 3.7928], [0.6948, -3.8263, 4.0187], [2.4398, -3.9808, 1.9411], [4.1792, -3.2477, 2.1521], [6.8587, -3.2000, 2.1089], [7.5784, -1.1265, 0.5117], [5.2354, -0.0256, -0.4020], [-0.4629, 7.5006, 2.3124], [-0.8027, 6.7426, 1.1608], [-2.1981, 6.3672, 1.1341], [-0.4394, 7.4753, -0.0928], [0.0418, 5.4498, 1.0873]],
  "forces_ev_per_angstrom": [[0.3, 0.3, -0.1], [1.0, -0.6, 0.5], [-0.6, 0.7, 0.2], [0.8, -0.3, 0.5], [-0.3, -0.5, 0.2], [0.0, 1.0, -0.5], [-0.2, -0.2, -0.5], [-0.4, 0.4, 0.6], [-0.6, 0.1, -0.9], [-0.8, -0.7, -0.6], [0.1, -0.5, 0.3], [-0.3, 0.5, -0.8], [0.4, 0.2, -0.3], [-0.6, 0.1, 0.0], [-0.3, -0.3, 0.1], [0.2, 0.2, 0.1], [0.0, 0.1, 0.6], [0.5, -0.5, 0.2], [-0.4, 0.4, -0.2], [0.4, -0.2, 0.1], [0.0, -0.1, 0.2], [0.1, 0.1, -0.3], [0.3, -0.2, -0.1], [0.0, 0.2, -0.3], [0.0, -0.1, 0.5], [-1.2, -2.8, -1.3], [0.3, -2.4, 2.1], [-0.3, 0.4, 0.5], [0.8, 0.3, -0.4], [-1.4, 0.5, -0.4], [0.7, 0.4, -0.5], [0.1, 0.5, 0.5], [0.2, 0.3, -0.4], [-0.2, -1.0, -0.1], [1.0, 0.3, -0.1], [1.2, 0.8, 0.2], [-0.9, 0.3, 0.1], [-0.1, -0.9, -0.2], [-0.3, 0.4, 0.9], [-0.1, 0.6, 1.1], [0.4, 0.5, -0.9], [0.6, -1.1, 0.7], [0.6, 0.3, -1.1], [0.5, 0.6, -1.1], [-0.5, 0.5, 0.6], [1.2, 0.4, -0.6], [-1.5, 0.9, -0.7], [-1.3, 0.0, -0.1], [0.2, -1.2, 0.8], [0.0, 0.4, 0.1], [0.2, -0.1, -0.1], [0.0, 0.3, -0.1], [-0.1, -0.3, 0.1], [-0.1, -0.1, 0.0], [0.1, 0.1, -0.1], [0.1, 0.0, 0.1], [-0.3, 0.3, 0.0], [0.0, -0.1, -0.2], [-0.1, 0.0, 0.1], [0.0, 0.1, 0.2], [0.0, 0.2, -0.2], [0.1, 0.1, 0.3], [-0.1, -0.1, 0.0], [0.1, -0.1, -0.1], [0.0, 0.1, 0.1], [-0.1, 0.1, 0.0], [0.0, 0.0, 0.2], [0.1, 0.1, -0.1], [0.1, 0.1, -0.1], [0.1, -0.4, -0.4], [-0.3, -0.8, -0.2], [1.3, 0.4, 0.1], [0.2, -0.4, 1.3], [-1.1, 1.6, -0.2]],
  "lowdin_charge": [1.292, -0.117, -0.088, -0.218, -0.185, -0.119, -0.099, -0.196, -0.190, -0.367, 0.103, 0.108, 0.102, 0.077, 0.089, 0.084, 0.099, 0.112, 0.100, 0.111, 0.110, 0.120, -0.012, -0.016, -0.011, 1.093, 1.091, -0.262, -0.268, -0.259, -0.270, -0.401, -0.395, -0.153, -0.098, -0.086, -0.149, -0.158, -0.102, -0.084, -0.149, -0.175, -0.078, -0.077, -0.160, -0.131, -0.082, -0.098, -0.157, 0.061, 0.076, 0.076, 0.073, 0.084, 0.089, 0.091, 0.081, 0.090, 0.088, 0.093, 0.077, 0.036, 0.089, 0.093, 0.094, 0.069, 0.088, 0.086, 0.087, -0.265, 0.701, -0.311, -0.481, -0.545],
  "total_charge": 0,
  "relative_energy_ev": 1.0377
}

Record 2
{
  "formula": "C5H10N",
  "method": "ωB97M-V/def2-TZVPD",
  "elements": ["C", "N", "C", "C", "C", "C", "H", "H", "H", "H", "H", "H", "H", "H", "H", "H"],
  "xyz": [[1.3133, 0.1577, 1.9828], [1.7365, 0.1006, 0.7844], [0.6463, 0.0882, -0.3013], [0.9764, 0.1738, -1.5696], [-0.7084, -0.5273, 0.0617], [-2.0168, 0.0392, -0.7016], [0.6105, -0.6597, 2.2660], [1.8049, 0.6766, 2.8587], [2.6297, 0.5299, 0.5380], [0.5130, -0.5068, -2.2683], [1.2000, 1.1439, -2.2823], [-0.8020, -1.6059, 0.3042], [-0.9790, -0.0613, 1.0239], [-2.8823, 0.1509, -0.0988], [-2.4721, -0.6799, -1.4886], [-1.5701, 0.9802, -1.1092]],
  "forces_ev_per_angstrom": [[0.9, -2.0, 3.1], [-2.3, 3.3, -1.6], [0.2, -4.1, 1.5], [0.5, 3.5, -4.6], [-1.8, 0.2, 1.8], [2.2, -1.5, -2.4], [-0.6, 1.6, -0.3], [0.1, -0.7, -1.3], [-0.2, 0.4, -0.2], [-1.5, 0.2, 0.2], [1.4, -2.5, 2.3], [0.6, 0.4, -0.5], [0.5, -0.2, 0.2], [-0.2, 0.6, 1.2], [1.5, 1.3, 0.7], [-1.4, -0.6, -0.1]],
  "lowdin_charge": [0.154, 0.123, -0.264, 0.073, -0.199, -0.063, 0.138, 0.152, 0.178, 0.081, 0.167, 0.129, 0.091, 0.050, 0.107, 0.083],
  "total_charge": 1,
  "relative_energy_ev": 4.9263
}

Record 3
{
  "formula": "C18H17Br12FN4O3S2",
  "method": "ωB97M-V/def2-TZVPD",
  "elements": ["N", "C", "C", "O", "C", "C", "C", "C", "C", "C", "C", "C", "C", "N", "C", "S", "O", "O", "F", "C", "N", "S", "N", "C", "H", "H", "H", "H", "H", "H", "H", "H", "H", "H", "H", "H", "H", "C", "Br", "Br", "Br", "H", "C", "Br", "Br", "Br", "H", "C", "Br", "Br", "Br", "H", "C", "Br", "Br", "Br", "H"],
  "xyz": [[3.9345, 1.9863, 1.5743], [4.7198, 2.4871, 0.3833], [4.9543, 1.3591, -0.7473], [4.3888, 0.0665, -0.3301], [4.5200, 1.7866, -2.2348], [3.1418, 2.5946, -2.3214], [1.8061, 1.9961, -1.7763], [0.4515, 2.8249, -1.8212], [-0.8777, 2.1628, -1.1958], [-0.8822, 1.8902, 0.3235], [-2.0519, 1.2171, 1.1446], [-3.2745, 0.8645, 0.1912], [-3.0854, 1.2267, -1.3099], [-1.9936, 1.8056, -2.0012], [0.4622, 4.2459, -2.4242], [-1.0064, 5.3603, -2.5018], [-1.0368, 5.9653, -3.8827], [-0.7262, 6.5002, -1.5366], [-2.4450, 4.6357, -2.0538], [1.8176, 4.8158, -2.9996], [1.9762, 6.1139, -3.6077], [3.6114, 6.2593, -4.0670], [4.2936, 4.7461, -3.5677], [3.1892, 4.0359, -2.9817], [3.0471, 1.5625, 1.2751], [4.5163, 1.3295, 2.1180], [5.7574, 2.7645, 0.8217], [4.2827, 3.4739, -0.0065], [6.0985, 1.1716, -0.7890], [3.7376, -0.2364, -0.9986], [5.3921, 2.3274, -2.7714], [4.3755, 0.8038, -2.8371], [1.8679, 0.9355, -1.3314], [0.0645, 2.1818, 0.9083], [-2.0321, 0.9948, 2.2764], [-4.2241, 0.3873, 0.6270], [-3.9975, 0.9745, -1.9766], [-3.5909, -3.1272, -0.0564], [-2.2533, -4.5003, -0.3653], [-3.0291, -1.3992, -0.7503], [-5.3325, -3.6473, -0.7384], [-3.6915, -3.0185, 1.0234], [0.8515, -0.3930, 3.9532], [-0.0874, 0.6289, 2.5920], [0.6859, 0.4191, 5.7075], [0.3000, -2.2532, 3.9633], [1.9096, -0.3761, 3.6934], [-1.7600, -7.5160, 2.8575], [-1.4442, -5.6082, 3.0280], [-2.0269, -8.0442, 1.0093], [-0.3620, -8.5566, 3.7095], [-2.6870, -7.7334, 3.3874], [-6.5541, -8.0504, 1.9290], [-5.5374, -6.5842, 1.1684], [-7.0876, -9.3352, 0.5773], [-5.6088, -8.8979, 3.3974], [-7.4676, -7.6246, 2.3420]],
  "forces_ev_per_angstrom": [[0.6, 0.7, -1.0], [0.6, -0.1, 1.1], [1.1, 0.0, -0.5], [-0.3, 1.1, -1.1], [-0.6, -0.7, -0.3], [-2.2, 0.3, 0.4], [2.0, 3.4, -1.7], [1.2, 1.8, -1.2], [-1.3, -1.2, 2.4], [-1.5, -0.4, -0.7], [-2.1, 1.5, -6.3], [4.0, 3.2, 0.4], [0.0, 0.6, 1.0], [0.2, -0.5, 4.2], [1.9, -4.3, 1.0], [1.5, 7.0, -0.9], [-0.8, -3.4, 3.3], [-1.3, -4.5, -1.6], [2.8, 0.7, -0.9], [1.1, 1.4, -0.9], [1.8, -3.8, 1.3], [-1.8, -3.1, 1.8], [-4.8, -0.1, 1.3], [-1.5, 0.2, 0.3], [0.8, 0.0, 0.3], [-0.8, 0.3, -0.7], [-1.7, -0.4, -0.9], [0.4, -1.6, 0.4], [-1.9, 0.3, 0.0], [0.7, 0.3, 0.6], [-1.7, -0.5, 1.0], [0.3, 1.5, 0.9], [-0.5, 2.0, -0.8], [-1.7, -0.1, -1.4], [-1.1, 1.0, -2.7], [1.6, 1.3, -1.0], [1.8, 0.6, 1.1], [0.2, -0.4, -0.2], [-0.3, 0.2, -0.1], [-0.1, -2.7, -0.1], [0.3, 0.2, 0.0], [0.0, 0.0, -0.3], [0.4, 0.2, 0.1], [2.9, -2.0, 2.5], [0.0, -0.2, -0.3], [0.0, 0.4, 0.0], [-0.3, -0.1, 0.1], [-0.1, -0.1, 0.0], [0.0, -0.4, 0.1], [0.2, 0.1, 0.4], [-0.3, 0.2, -0.2], [0.2, 0.1, -0.2], [-0.1, 0.1, 0.0], [-0.3, -0.4, 0.2], [0.2, 0.3, 0.3], [-0.1, 0.1, -0.3], [0.3, -0.1, -0.1]],
  "lowdin_charge": [-0.023, -0.204, -0.323, -0.093, -0.115, -0.077, 0.061, -0.060, -0.210, -0.103, -0.203, -0.234, -0.263, 0.062, -0.127, 0.815, -0.315, -0.327, -0.208, -0.220, -0.247, 0.965, -0.247, -0.230, 0.041, 0.071, 0.123, 0.114, 0.144, 0.076, 0.127, 0.133, 0.114, 0.025, -0.011, 0.089, 0.109, -1.529, 0.531, 0.833, 0.550, -0.017, -1.541, 0.840, 0.579, 0.562, -0.029, -1.598, 0.514, 0.528, 0.571, -0.066, -1.594, 0.523, 0.571, 0.570, -0.026],
  "total_charge": 0
}

Record 4
{
  "formula": "C11H29Cl6F6N3O5S",
  "method": "ωB97M-V/def2-TZVPD",
  "elements": ["N", "H", "H", "H", "H", "N", "H", "H", "H", "H", "N", "H", "H", "H", "H", "C", "F", "F", "F", "S", "O", "O", "O", "C", "C", "O", "C", "O", "C", "F", "F", "F", "H", "H", "H", "H", "H", "Cl", "C", "C", "Cl", "H", "H", "H", "H", "Cl", "C", "C", "Cl", "H", "H", "H", "H", "Cl", "C", "C", "Cl", "H", "H", "H", "H"],
  "xyz": [[0.5239, -4.5335, -2.8029], [1.0932, -4.1040, -3.5182], [0.0978, -3.8187, -2.2306], [1.1944, -5.0080, -2.2153], [-0.2963, -5.0074, -3.1534], [3.1983, 0.4268, -3.5870], [3.8737, -0.0155, -2.9801], [3.3142, -0.1329, -4.4197], [3.5659, 1.3464, -3.7856], [2.3193, 0.3196, -3.1012], [3.7229, -1.4775, 0.7431], [3.8294, -2.4811, 0.7817], [2.7363, -1.3814, 0.5497], [4.3294, -1.3668, -0.0569], [3.9136, -0.9157, 1.5606], [-0.8627, 0.0404, -0.5445], [-1.8906, 0.0005, -1.4505], [-0.4239, 1.2854, -0.3713], [-1.3481, -0.4507, 0.5584], [0.5700, -1.0878, -1.1353], [1.2433, -0.1846, -2.0514], [1.2546, -1.3124, 0.1122], [-0.1454, -2.2339, -1.7063], [-0.4353, -3.9170, 2.4983], [0.6453, -2.7942, 2.6504], [1.1482, -2.4723, 3.9548], [2.0865, -1.5175, 4.1840], [2.7591, -0.9927, 3.3121], [2.1844, -1.1872, 5.6905], [1.1771, -1.7266, 6.3753], [3.3044, -1.6719, 6.2087], [2.1510, 0.1184, 5.8235], [0.0558, -4.8732, 2.6789], [-0.8104, -3.9974, 1.4781], [-1.2867, -3.6757, 3.1347], [0.2525, -1.8515, 2.2696], [1.5195, -3.1543, 2.1080], [-3.2542, 0.7126, 5.2413], [-2.5139, 0.6590, 3.5888], [-2.3200, 1.9272, 2.8013], [-1.0323, 2.9081, 3.4530], [-3.0744, -0.0991, 3.0418], [-1.5537, 0.1844, 3.7910], [-3.1949, 2.5765, 2.8329], [-2.0980, 1.6596, 1.7682], [1.7359, 5.6514, -3.6484], [0.3030, 4.6908, -3.0410], [0.5630, 3.2071, -3.0366], [0.9641, 2.6689, -4.7028], [-0.5452, 4.9079, -3.6902], [-0.0456, 4.9688, -2.0463], [-0.3639, 2.7523, -2.6869], [1.3763, 2.9542, -2.3564], [-6.0557, 2.0508, -3.5829], [-4.9488, 3.2636, -2.7681], [-3.8457, 2.5956, -1.8279], [-2.7644, 3.9364, -1.3324], [-5.6929, 3.8588, -2.2387], [-4.4901, 3.7416, -3.6337], [-3.2855, 1.9018, -2.4546], [-4.4276, 2.1275, -1.0339]],
  "forces_ev_per_angstrom": [[0.4, 0.1, 0.0], [-0.4, 0.3, -0.7], [0.0, 1.6, 0.7], [-0.4, -1.2, 0.2], [0.2, -1.2, -0.5], [2.6, -0.7, -0.5], [0.4, 0.1, 0.6], [-0.7, 0.0, -0.7], [-0.5, 0.8, -0.1], [-1.5, 0.3, 0.2], [1.3, -1.3, -0.9], [0.1, -0.6, 1.7], [-1.4, 0.7, -0.8], [0.1, 1.4, -0.2], [0.6, -0.2, 0.8], [-0.3, -0.7, -1.9], [1.4, 0.4, 0.5], [-0.3, -0.5, -0.1], [-0.1, -0.2, 1.2], [-3.7, 2.0, 0.2], [0.5, -0.9, -0.3], [0.5, -0.8, 0.0], [1.3, 0.6, 0.3], [1.1, 0.8, 1.1], [0.1, 0.1, -1.2], [0.1, 0.4, 1.8], [-0.9, -1.3, -2.3], [-0.6, -0.5, 1.0], [-0.5, -0.7, 0.5], [0.0, 0.2, -0.3], [0.5, 0.0, -0.2], [0.1, 0.6, 0.1], [-0.5, -0.1, 0.6], [0.2, 0.6, -0.2], [0.1, -0.5, 0.2], [0.2, -0.2, -0.3], [0.0, 0.4, -0.5], [0.1, 0.5, -0.7], [0.3, -1.3, 0.6], [-1.0, 0.0, 0.3], [0.9, 0.4, 0.2], [-0.3, 0.3, -0.1], [0.2, 0.2, -0.2], [-0.1, -0.3, -0.2], [0.0, 0.1, 0.1], [-0.9, -0.5, 0.7], [0.0, 0.3, -0.5], [-0.1, 0.6, 0.1], [0.0, -0.5, 0.3], [0.2, 0.1, -0.2], [0.6, 0.4, 0.1], [0.1, -0.3, -0.2], [0.0, -0.1, -0.2], [0.7, -0.1, 0.5], [0.1, -1.1, -0.2], [-2.1, 1.0, -2.0], [-0.2, -0.5, 0.3], [0.7, 0.4, 0.1], [0.0, 0.4, 0.5], [0.0, -0.1, 0.4], [0.8, 0.0, 0.4]],
  "lowdin_charge": [0.328, 0.150, 0.052, 0.155, 0.166, 0.303, 0.134, 0.152, 0.139, 0.020, 0.309, 0.147, 0.015, 0.141, 0.126, -0.624, 0.113, 0.144, 0.166, 0.610, -0.316, -0.308, -0.305, -0.022, -0.198, 0.029, -0.297, 0.113, -0.579, 0.186, 0.195, 0.209, 0.081, 0.070, 0.089, 0.102, 0.101, 0.543, -0.669, -0.682, 0.592, 0.065, 0.039, 0.076, 0.042, 0.527, -0.649, -0.665, 0.552, 0.071, 0.063, 0.041, 0.065, 0.495, -0.608, -0.614, 0.586, 0.062, 0.053, 0.047, 0.075],
  "total_charge": 2,
  "relative_energy_ev": 0.8073
}

Number 1: LUMO -0.0391 Ha, HOMO level -8.4 eV, strongest force on any atom 3.33 eV/Å. Number 2: LUMO -0.2303 Ha, HOMO level -13.7 eV, strongest force on any atom 5.79 eV/Å. Number 3: LUMO -0.0759 Ha, HOMO level -8.9 eV, strongest force on any atom 7.25 eV/Å. Number 4: LUMO -0.2549 Ha, HOMO level -14.1 eV, strongest force on any atom 4.19 eV/Å.